The following is a DFT calculation (ωB97M-V with the def2-TZVPD basis set) of C39H53ClOP4Re as an isolated structure in a non-equilibrium geometry.

Atoms and positions in Å:
C 5.58849 2.50629 -3.52967
H 3.02319 3.18269 -1.44157
H 5.28869 3.93139 -1.95407
C -0.38211 -1.84061 7.26693
C 0.19589 -1.13981 6.21063
C 0.12359 0.12149 4.05753
H 0.50619 -3.28211 0.63723
C -2.97251 1.74869 2.55083
H -2.45011 4.30429 -2.90297
H -0.72751 2.44429 4.56313
H 5.59209 0.98599 -5.04297
H -3.56111 -2.02871 6.10093
H -1.36181 3.93899 3.83293
C -0.70181 3.08619 3.68863
H -1.14291 2.46929 -1.88127
H -4.07481 -0.84571 -2.12237
C 3.57439 2.68739 -2.22747
H -0.37061 0.28309 -4.93317
C -0.84081 2.89459 -2.82647
C 5.02879 1.46359 -4.25337
H 6.59059 2.84479 -3.75417
P -1.20831 2.11099 2.23463
H 3.89019 -2.20161 1.14883
C 1.73949 -1.55631 -3.02057
H 2.75299 -0.85721 3.96663
P 1.66119 -1.63171 1.97313
H 3.41729 -0.53601 0.75073
C 4.85849 3.11719 -2.52007
C -1.92951 -1.07981 5.05823
H -4.75231 -0.57271 -0.51127
P -3.00371 -2.22421 -0.48067
H -2.88211 -3.82191 1.31563
H -0.76261 0.51249 -2.52547
H 0.08749 -3.40381 2.34883
C 3.07309 -1.56461 0.81673
H -3.53221 2.64819 2.79783
H 2.43209 -1.45281 -2.19767
H 0.33649 4.46309 -6.14707
C -2.50771 -1.78541 6.12273
H -4.45261 -3.87361 0.49403
C -3.67021 -3.22081 0.87253
H -3.19951 -4.03271 -2.07827
C -0.56911 -0.74481 5.08853
C 1.05109 -0.44001 -3.49757
H -5.22621 -2.01041 -1.43447
C -4.40741 -1.33031 -1.20967
C 0.30229 2.41449 -3.45487
H 1.62409 -4.07461 1.76583
C -2.41231 -3.34611 -1.77737
H -2.18711 -2.69181 8.05433
C -1.26191 3.36089 0.90003
H 2.74839 -1.88241 -0.16967
H -1.56131 -3.91201 -1.40917
H 0.52749 1.00449 4.54833
Re 0.14059 0.18719 1.87913
H 0.52339 -3.89341 -5.14207
H 0.22019 -2.11781 8.12373
C 0.21639 0.30089 -0.15567
C 3.01409 1.62879 -2.94307
H -0.68371 -1.91411 -5.99987
C -1.41281 -0.95741 1.39173
H -3.41011 1.28159 1.67143
C -0.77671 -0.57811 -0.90677
H -1.71191 5.29499 -5.04507
H -4.09311 -2.57691 1.63803
H 1.72259 -2.24461 4.29453
H 3.31469 -2.49151 3.53593
C 0.73479 2.99179 -4.64717
C 0.17549 -0.57351 -4.57127
C 3.74569 1.02599 -3.96597
C 0.00269 4.01929 -5.21947
Cl 2.10589 1.66579 2.09693
C -1.73631 -2.16081 7.22623
H 1.64009 2.64749 -5.12827
P 1.29439 1.13599 -2.63307
H -3.02871 1.04849 3.37963
H 2.08339 -3.65561 -3.23687
O -1.45131 0.11489 -1.97687
C 1.09589 1.04099 -0.88897
C -0.01131 -1.81641 -5.15837
H 1.24519 -0.87761 6.28763
H -2.55761 -0.79531 4.24193
C -1.71171 -1.19311 0.08493
C -1.56541 3.92899 -3.39867
H -1.88711 2.99909 0.08733
C 1.54359 -2.79531 -3.60757
H -0.25331 3.51479 0.52673
C 2.45049 -1.83391 3.60253
H 1.86639 1.57579 -0.35477
H 0.31949 3.42469 3.54613
H -2.00881 -1.41011 2.18053
H -1.66321 4.30679 1.25713
C 0.90659 -3.26551 1.64833
H -2.09911 -2.76411 -2.63987
C -1.14881 4.48699 -4.59877
H 1.16839 0.22539 4.29703
H 3.32359 0.20829 -4.53237
H -0.21151 -1.35271 -1.43257
C 0.66729 -2.92741 -4.67737

multiplicity: 4
total charge: +2
E_HOMO (alpha / beta): -12.35 / -12.38 eV
expectation value of S²: 3.800
LUMO (alpha / beta): -4.65 / -6.73 eV
HOMO-LUMO gap (alpha / beta): 0.28306 / 0.20737 Eh


The following is a DFT calculation (ωB97M-V with the def2-TZVPD basis set) of C39H53F6IN4P3RuS as an isolated structure.

Atoms and positions in Å:
H -1.36978 -1.69594 -5.54092
H -2.10652 -2.19424 0.53592
C 0.94649 3.49648 1.58106
H -0.10642 3.22534 1.45900
H 4.49029 -4.49824 -2.55172
H -3.78356 -1.63907 -1.28929
N 3.64180 -3.13160 -1.22474
C 0.48675 4.33159 -3.70953
C 1.16233 0.42249 -4.77892
N -0.53974 0.50531 1.22044
H 1.88002 2.78767 -3.22511
H 0.99549 4.57973 -4.63348
H -5.83161 -1.74023 0.01844
C 3.52482 2.60653 0.30574
H 3.98985 2.85004 2.44621
H -1.84751 1.87014 -3.03294
C 1.80966 0.73355 1.67654
H -5.17615 2.56617 -1.02687
N 0.17978 -0.51026 -2.75953
H 2.83925 -3.86857 -4.23976
H 5.29687 3.25214 1.33748
C 1.15790 4.90109 0.99925
H 1.95127 1.03355 -5.20364
C -2.85699 2.05411 3.64582
P 0.50401 -4.05181 0.76896
H 3.51664 -3.01084 -0.23303
C -2.79210 1.35382 -3.20775
H 1.20691 2.48504 3.50970
C -3.80481 -1.11586 -0.33042
H 4.81962 3.58692 -1.09491
C 0.16978 -0.17004 -5.60288
H 0.48526 4.09135 3.59448
H 0.11863 0.00992 -6.66746
C -2.82926 1.19151 0.99782
C 1.23957 3.48727 3.08356
H 3.45344 2.76682 -1.84964
H -0.43486 -1.30057 3.19365
H -2.54738 0.35456 -3.57016
C 0.36186 2.95117 -1.71426
F 0.19304 -2.54027 0.20838
P 1.75901 2.16344 0.58842
H -3.65844 -2.98112 0.76172
F 0.83794 -5.53333 1.31029
C -1.67223 1.01469 1.79629
C -0.68766 -1.07848 -4.96976
H -4.88072 2.70324 3.26158
H 3.21162 4.31774 -1.02749
H 3.98592 1.62596 0.17205
F -0.01475 -3.61697 2.23576
C -3.66337 1.28958 -1.94820
F 1.01628 -4.46909 -0.70823
H 2.00523 -2.36897 -4.68212
C -1.31612 4.66030 -2.17188
F -0.99355 -4.50583 0.37620
H -5.74182 -0.10893 -0.64112
P -2.73410 0.36540 -0.61977
C 0.99228 3.31659 -2.90841
H -3.25225 -1.54827 1.71749
Ru -0.28505 0.14944 -0.79137
C -5.25447 -0.81182 0.03956
H -4.42080 3.23854 -2.47060
H -4.85066 1.89463 0.94105
H 1.61023 -2.05011 4.33877
C -3.16134 -2.00898 0.72961
H -5.32086 -0.41031 1.05186
C 2.97034 0.27816 2.30001
H -3.32552 1.88737 -3.99973
H 1.91028 0.64035 -2.78708
H -0.85336 1.33001 3.76910
C -0.81962 3.63408 -1.38429
C 2.45124 -2.92403 -3.85793
I -1.61364 -2.90136 -2.78278
C -0.64442 -1.23064 -3.60753
C 0.57427 0.15085 1.99163
H 2.09176 5.33146 1.36451
H -1.05292 5.80796 -3.97321
C -3.99304 2.23315 2.85924
H -2.22844 5.16665 -1.87945
H 0.34587 5.55664 1.32225
C 2.90220 -0.71125 3.26378
S 3.99756 -0.51756 -1.18836
H 2.21490 3.92179 3.30331
C 0.81550 1.84597 -0.83712
H -4.50569 0.63147 -2.17828
C -0.66201 5.01821 -3.34335
H 4.14146 -5.10883 -0.92597
H 3.55323 -1.16402 -3.69038
C -1.72276 1.45587 3.13779
H -2.85471 2.39104 4.67653
N 3.50805 -2.08471 -3.27951
C 0.51397 -0.82647 2.98385
H 1.66877 -3.12423 -3.12522
C 3.76796 -4.48322 -1.73451
C -4.23160 2.65811 -1.56427
C 3.69098 -2.00407 -1.93485
C 1.66789 -1.24941 3.61225
H 2.82079 -4.89947 -2.07038
H 3.94302 4.35890 1.53128
H 3.81002 -1.08236 3.72133
C 3.75295 3.37020 -0.99550
C 1.14772 0.22383 -3.43262
H 1.17234 4.92497 -0.08897
C 4.21471 3.30345 1.48200
H -1.35051 3.33142 -0.48707
H 3.93802 0.67210 2.02361
F 2.01159 -3.57076 1.15632
H -3.55576 3.23551 -0.93521
C -3.96366 1.78413 1.54930

multiplicity: 5
total charge: -1
E_HOMO (alpha / beta): -2.39 / -4.66 eV
expectation value of S²: 6.037
LUMO (alpha / beta): 2.41 / 1.93 eV
HOMO-LUMO gap (alpha / beta): 0.17622 / 0.24224 Eh
energy above the lowest of the compared OMol25 structures with the same formula, charge and spin: 22.9 kcal/mol


The following is a DFT calculation (ωB97M-V with the def2-TZVPD basis set) of C39H53N7O2P2SV as an isolated structure in a non-equilibrium geometry.

Atoms and positions in Å:
H -2.01150 3.29226 -2.25711
H -0.92790 1.22235 -3.13146
H -1.74648 -5.82061 -3.09331
V -0.19865 0.01089 -0.35727
C 0.55274 -0.95848 4.07946
H -2.47802 0.38225 -3.06896
C -2.00710 1.36129 -3.17694
H 2.83576 -1.67728 -1.83508
H -0.56034 2.59200 2.07163
H 0.91927 2.12018 -4.61331
C -0.64928 -3.09001 -1.37328
C -2.50151 2.32545 -2.09414
H 0.08340 -3.04488 4.12399
H -1.35704 4.12854 2.48517
H -3.67419 -4.29053 -3.47380
C 2.26330 -3.42824 -2.92395
H -2.23754 2.59099 2.53985
H -3.70479 -2.06391 -2.43225
H 3.67861 -2.36898 0.03843
C 2.70391 5.42820 -0.18799
H -6.16516 0.40149 1.88017
H 0.07532 -4.62952 0.95676
S -0.40394 -0.69648 2.64015
H -3.39449 4.56631 -0.56766
P -1.92223 1.81011 -0.40772
C 1.73414 -3.27175 0.54374
O -0.59933 -2.00306 2.05725
C 3.98305 0.13748 1.52963
H 2.17380 6.37965 -0.13347
H 1.35382 -5.33675 -0.04182
N 1.86730 0.65656 -0.05808
C -0.66995 -4.36819 -1.94176
C 1.31917 -2.46959 5.78029
C 0.60342 -2.23662 4.61891
H 2.59786 4.93315 0.77826
C 1.15175 -4.65865 0.79095
H 2.54848 -4.23431 -2.24689
H -5.79586 -1.98047 1.27433
H -1.09919 3.90910 0.01569
H 2.22895 3.17899 -5.15497
H -4.00231 3.91807 0.95830
C 4.21112 0.57335 0.23250
C 1.22281 0.08636 4.70578
H 3.76121 5.64180 -0.33931
C 1.30529 3.13757 -4.57621
H 1.11617 3.12588 -0.15739
C 1.27931 -1.14288 -3.19577
H -4.47776 3.02770 -1.39643
C -1.75239 -4.82535 -2.66928
H 2.92186 -2.60926 7.80524
C 1.90893 -2.12926 -2.20344
H 3.37932 -0.98449 7.86380
H 1.42037 -3.77965 -3.51963
C -1.48728 3.16251 1.99082
H 1.18368 1.08345 4.28554
C -2.83527 -3.97006 -2.86768
C 2.17292 4.57513 -1.29270
H 0.38714 -1.57593 -3.65540
N -1.84078 -1.00518 -0.87135
C -3.24271 0.69068 0.16602
C 1.53715 3.55419 -3.15857
C 1.93865 -0.14358 5.86204
C -5.09085 -1.22216 0.95479
C 2.30087 4.63907 -2.66244
H 1.35209 -3.46651 6.20423
H 3.72884 -3.64741 1.24107
C 3.24497 -3.33224 0.31332
H 5.20738 0.70459 -0.16132
N 2.68141 -1.65617 7.59657
H 2.46086 0.67164 6.34947
H 2.86755 5.36207 -3.22608
H 3.51740 -4.05289 -0.46009
H -4.48849 1.49067 -2.23526
H 1.62100 -5.08724 1.68087
H -2.86904 5.25493 0.96292
N 2.77193 -0.02280 2.05645
C 3.08784 0.81584 -0.54104
P 0.82309 -2.24148 -0.70631
H 0.98548 -0.19375 -2.73373
H 1.98424 -0.89975 -3.99586
C -1.78810 -2.26635 -1.49469
H 3.14844 1.14644 -1.57430
H 3.10076 -3.25928 -3.60685
H -4.26212 2.98809 -3.14961
C -3.97926 -1.60299 0.22256
C -4.36693 1.04708 0.90020
H 1.57525 -2.70516 1.46227
H -4.51954 2.07900 1.18276
N 0.43280 0.27797 1.63980
H 0.18229 -5.02194 -1.81211
C -3.03281 -0.65906 -0.18879
C -2.85138 -2.71587 -2.29309
C -5.30160 0.10582 1.30022
H 0.58001 3.78889 -5.06780
N 0.98466 2.87340 -2.16479
H -3.82208 -2.64987 0.00441
C -3.12239 4.31822 0.45826
H 4.81799 -0.09163 2.18533
N 1.37511 3.51723 -1.04980
C 1.75264 0.25951 1.24725
C -1.91122 3.38686 0.53952
C 1.99696 -1.42770 6.41211
H -2.25984 1.75459 -4.16634
C -4.01752 2.47527 -2.21517
O -1.57570 0.05505 2.99081

multiplicity: 4
E_HOMO (alpha / beta): -6.25 / -6.61 eV
expectation value of S²: 3.763
LUMO (alpha / beta): 0.45 / 0.31 eV
HOMO-LUMO gap (alpha / beta): 0.24612 / 0.25430 Eh


> What is the expectation value of S² in the second record?

6.037


> The highest expectation value of S² belongs to which entry?

C39H53F6IN4P3RuS